{
  "formula": "C13H37O6PS",
  "method": "wB97M-V/def2-TZVPD",
  "spin_multiplicity": 1,
  "smiles": "C[C@@H](O)C[PH3]S(C)(=O)=O.CC(C)O.CC(C)O.CC(C)O",
  "largest_force_ev_per_a": 7.3,
  "e_lumo_ha": 0.0038,
  "mol_weight_g_mol": 352.5,
  "elements": ["C", "C", "O", "C", "P", "S", "C", "O", "O", "H", "H", "H", "H", "H", "H", "H", "H", "H", "H", "H", "H", "H", "C", "C", "C", "O", "H", "H", "H", "H", "H", "H", "H", "H", "C", "C", "C", "O", "H", "H", "H", "H", "H", "H", "H", "H", "C", "C", "C", "O", "H", "H", "H", "H", "H", "H", "H", "H"],
  "positions_angstrom": [[2.62, 2.91, -0.26], [2.71, 4.38, -1.05], [2.59, 4.03, -2.50], [1.45, 5.36, -0.60], [-0.26, 4.48, -0.66], [-2.09, 3.32, -0.55], [-3.62, 4.30, -1.01], [-1.85, 2.05, -1.40], [-2.28, 2.86, 0.95], [1.71, 2.35, -0.78], [3.57, 2.26, -0.52], [2.44, 3.02, 0.89], [3.76, 4.88, -0.81], [3.50, 3.99, -2.93], [1.48, 6.37, -1.18], [1.63, 5.63, 0.55], [0.12, 3.82, 0.60], [-0.99, 5.74, -0.60], [0.01, 3.93, -1.96], [-3.40, 5.34, -1.52], [-4.33, 3.60, -1.66], [-4.26, 4.54, -0.03], [-2.52, -1.65, -0.03], [-3.27, -2.02, -1.30], [-2.33, -2.50, -2.39], [-3.99, -0.88, -1.76], [-1.80, -0.84, -0.22], [-3.21, -1.30, 0.74], [-1.97, -2.51, 0.36], [-4.01, -2.80, -1.07], [-1.61, -1.72, -2.66], [-2.89, -2.75, -3.30], [-1.77, -3.39, -2.06], [-3.35, -0.18, -1.97], [-0.32, -2.61, 3.79], [0.77, -1.58, 3.51], [0.62, -0.35, 4.39], [0.70, -1.19, 2.14], [-1.31, -2.19, 3.60], [-0.20, -3.48, 3.14], [-0.28, -2.94, 4.83], [1.75, -2.03, 3.67], [-0.34, 0.14, 4.22], [1.40, 0.38, 4.17], [0.68, -0.62, 5.45], [-0.17, -0.78, 1.99], [2.62, -4.58, -2.11], [1.66, -4.49, -0.94], [1.58, -3.07, -0.40], [2.09, -5.36, 0.09], [3.64, -4.30, -1.81], [2.68, -5.61, -2.49], [2.31, -3.93, -2.94], [0.66, -4.82, -1.26], [2.55, -2.73, -0.04], [0.89, -3.02, 0.45], [1.23, -2.37, -1.17], [2.97, -5.08, 0.38]],
  "mulliken_charge": [-0.866, 0.097, -0.529, -0.843, 0.005, 1.054, -0.890, -0.644, -0.706, 0.215, 0.325, 0.249, 0.337, 0.313, 0.387, 0.347, 0.103, 0.024, 0.129, 0.291, 0.302, 0.313, -0.939, 0.230, -1.041, -0.571, 0.210, 0.309, 0.326, 0.307, 0.252, 0.325, 0.235, 0.344, -1.257, 0.418, -1.331, -0.395, 0.288, 0.303, 0.414, 0.287, 0.330, 0.300, 0.402, 0.262, -1.313, 0.498, -0.946, -0.563, 0.325, 0.339, 0.343, 0.164, 0.370, 0.090, 0.313, 0.359]
}



{
  "formula": "C13H3F5FeNO4S",
  "method": "wB97M-V/def2-TZVPD",
  "charge": -1,
  "spin_multiplicity": 5,
  "s2": 6.010,
  "largest_force_ev_per_a": 2.2,
  "e_lumo_ha": [0.0918, 0.0859],
  "mol_weight_g_mol": 420.1,
  "elements": ["Fe", "O", "C", "O", "C", "C", "C", "C", "C", "N", "C", "O", "O", "H", "H", "H", "F", "C", "C", "F", "C", "F", "C", "S", "C", "F", "C", "F"],
  "positions_angstrom": [[0.34, 0.18, -0.27], [3.20, -1.78, 2.08], [2.37, -1.03, 1.60], [2.18, -0.73, 0.37], [1.42, -0.25, 2.54], [1.56, -0.12, 3.91], [0.73, 0.78, 4.57], [-0.17, 1.55, 3.84], [-0.24, 1.35, 2.47], [0.51, 0.43, 1.88], [-1.02, 2.20, 1.46], [-1.87, 2.98, 1.87], [-0.62, 2.02, 0.26], [2.32, -0.70, 4.42], [0.81, 0.91, 5.64], [-0.80, 2.30, 4.30], [-6.15, -2.76, -0.03], [-4.81, -2.66, -0.08], [-4.20, -1.43, -0.20], [-4.95, -0.32, -0.25], [-2.83, -1.36, -0.26], [-2.27, -0.14, -0.40], [-1.99, -2.49, -0.21], [-0.27, -2.38, -0.32], [-2.65, -3.71, -0.07], [-1.95, -4.84, 0.01], [-4.03, -3.80, -0.01], [-4.62, -5.00, 0.10]],
  "mulliken_spin": [3.804, 0.010, 0.002, 0.050, -0.007, 0.005, -0.005, 0.007, -0.005, 0.020, 0.006, 0.008, 0.048, 0.001, -0.001, 0.001, 0.000, 0.003, 0.002, 0.000, 0.008, 0.000, -0.003, 0.044, 0.001, 0.000, 0.001, 0.000]
}



{
  "formula": "C13H40O7",
  "method": "wB97M-V/def2-TZVPD",
  "spin_multiplicity": 1,
  "smiles": "CC(C)O.CC(C)O.CC(C)O.CO.CO.CO.CO",
  "largest_force_ev_per_a": 2.7,
  "e_lumo_ha": 0.0195,
  "mol_weight_g_mol": 308.5,
  "elements": ["C", "O", "H", "H", "H", "H", "C", "O", "H", "H", "H", "H", "C", "O", "H", "H", "H", "H", "C", "O", "H", "H", "H", "H", "C", "C", "C", "O", "H", "H", "H", "H", "H", "H", "H", "H", "C", "C", "C", "O", "H", "H", "H", "H", "H", "H", "H", "H", "C", "C", "C", "O", "H", "H", "H", "H", "H", "H", "H", "H"],
  "positions_angstrom": [[0.52, 1.77, 2.05], [0.76, 1.73, 0.67], [-0.44, 1.35, 2.28], [1.27, 1.09, 2.53], [0.69, 2.76, 2.38], [1.08, 0.89, 0.44], [-2.23, 2.92, -1.25], [-1.41, 1.76, -1.32], [-2.59, 3.29, -2.21], [-3.06, 2.88, -0.58], [-1.58, 3.71, -0.90], [-0.94, 1.80, -0.47], [-3.81, 0.08, -2.12], [-3.58, -1.29, -2.39], [-4.85, 0.47, -2.27], [-3.53, 0.14, -1.07], [-3.21, 0.78, -2.72], [-3.51, -1.47, -3.36], [-0.73, -2.06, -1.14], [-1.99, -2.45, -0.66], [-0.18, -1.81, -0.29], [-0.22, -2.95, -1.62], [-0.77, -1.25, -1.84], [-2.67, -2.13, -1.30], [4.11, 2.02, -0.58], [3.03, 1.87, -1.71], [3.30, 2.99, -2.67], [3.29, 0.62, -2.28], [5.03, 1.76, -1.03], [3.95, 1.30, 0.21], [4.10, 3.05, -0.16], [2.01, 1.89, -1.22], [2.60, 3.22, -3.45], [4.30, 2.85, -3.04], [3.41, 3.95, -2.08], [2.73, 0.49, -3.05], [3.83, -2.18, 0.46], [2.33, -1.82, 0.57], [2.01, -1.82, 2.10], [2.07, -0.49, 0.10], [4.32, -1.31, 0.97], [4.02, -2.23, -0.59], [4.09, -3.14, 0.89], [1.68, -2.58, 0.11], [2.69, -1.12, 2.59], [2.23, -2.77, 2.53], [0.99, -1.55, 2.25], [2.65, -0.33, -0.68], [-3.34, -0.10, 1.97], [-2.71, -1.37, 2.58], [-3.67, -2.53, 2.63], [-1.53, -1.76, 1.88], [-2.61, 0.67, 1.82], [-4.18, 0.28, 2.58], [-3.73, -0.28, 0.94], [-2.40, -1.02, 3.57], [-3.98, -2.87, 1.62], [-4.60, -2.37, 3.27], [-3.11, -3.30, 3.07], [-1.91, -2.00, 0.99]],
  "mulliken_charge": [-0.448, -0.552, -0.078, 0.224, 0.308, 0.568, -0.960, -0.330, 0.313, 0.335, 0.397, 0.278, -0.170, -0.545, 0.273, -0.160, 0.270, 0.290, 0.147, -0.712, -0.530, 0.259, 0.308, 0.432, -1.313, 1.281, -1.423, -0.576, 0.470, 0.166, 0.403, -0.343, 0.385, 0.390, 0.339, 0.302, -1.420, 0.533, -1.215, -0.240, 0.304, 0.414, 0.418, 0.179, 0.315, 0.466, 0.089, 0.105, -0.741, 0.334, -1.309, -0.403, 0.072, 0.438, -0.040, 0.358, 0.265, 0.343, 0.403, 0.337]
}



{
  "formula": "C13H41BCl4O12P",
  "method": "wB97M-V/def2-TZVPD",
  "charge": -1,
  "spin_multiplicity": 1,
  "largest_force_ev_per_a": 4.1,
  "e_lumo_ha": 0.0835,
  "mol_weight_g_mol": 573.1,
  "elements": ["B", "H", "H", "H", "H", "C", "O", "P", "O", "O", "C", "O", "C", "H", "H", "H", "H", "H", "H", "H", "H", "H", "C", "C", "O", "O", "H", "H", "H", "H", "H", "H", "C", "C", "O", "O", "H", "H", "H", "H", "H", "H", "C", "C", "O", "O", "H", "H", "H", "H", "H", "H", "C", "C", "O", "O", "H", "H", "H", "H", "H", "H", "C", "Cl", "Cl", "H", "H", "C", "Cl", "Cl", "H", "H"],
  "positions_angstrom": [[-26.89, -32.43, 16.26], [-26.34, -33.04, 15.55], [-27.22, -33.00, 17.11], [-26.24, -31.67, 16.66], [-27.73, -32.00, 15.73], [-30.74, -30.94, 8.72], [-30.22, -30.83, 10.05], [-30.98, -31.15, 11.44], [-31.07, -32.62, 11.80], [-30.16, -30.28, 12.52], [-28.72, -30.29, 12.66], [-32.38, -30.36, 11.21], [-33.39, -30.26, 12.16], [-30.52, -30.10, 8.07], [-31.82, -31.07, 8.72], [-30.34, -31.84, 8.26], [-28.23, -29.32, 12.57], [-28.33, -30.90, 11.85], [-28.36, -30.73, 13.58], [-33.48, -29.23, 12.49], [-33.07, -30.81, 13.04], [-34.32, -30.59, 11.69], [-26.74, -33.87, 12.88], [-28.13, -34.34, 13.49], [-27.91, -34.87, 14.79], [-26.33, -32.56, 13.28], [-26.81, -33.83, 11.80], [-25.94, -34.58, 13.07], [-28.58, -35.17, 12.94], [-28.91, -33.58, 13.53], [-27.82, -34.11, 15.36], [-26.30, -32.50, 14.24], [-26.61, -33.13, 20.58], [-25.32, -32.51, 19.98], [-24.42, -33.50, 19.71], [-27.57, -32.10, 20.67], [-26.41, -33.51, 21.59], [-26.91, -34.03, 20.04], [-24.79, -31.89, 20.70], [-25.54, -31.91, 19.10], [-24.58, -33.63, 18.77], [-27.85, -31.77, 19.82], [-27.29, -29.11, 17.05], [-28.49, -29.63, 17.95], [-28.28, -30.95, 18.38], [-27.38, -29.48, 15.69], [-26.29, -29.37, 17.40], [-27.38, -28.03, 17.13], [-29.44, -29.65, 17.42], [-28.57, -28.92, 18.76], [-27.97, -31.43, 17.60], [-27.33, -30.43, 15.70], [-23.93, -34.75, 15.95], [-22.58, -35.36, 16.33], [-21.62, -34.36, 16.55], [-24.53, -34.05, 16.96], [-24.66, -35.44, 15.53], [-23.77, -34.00, 15.17], [-22.17, -36.03, 15.58], [-22.61, -35.97, 17.24], [-21.94, -33.73, 17.19], [-25.23, -33.58, 16.50], [-24.08, -30.57, 15.11], [-23.25, -31.70, 14.01], [-23.02, -29.26, 15.73], [-24.93, -30.18, 14.55], [-24.45, -31.11, 15.98], [-27.96, -36.86, 17.57], [-27.75, -37.13, 19.32], [-27.32, -38.16, 16.53], [-29.03, -36.81, 17.34], [-27.53, -35.91, 17.25]],
  "mulliken_charge": [4.092, -1.017, -0.668, -1.043, 0.215, -0.670, -0.268, 0.890, -0.646, -0.242, -0.204, -0.305, -0.654, 0.248, 0.277, 0.281, 0.299, 0.305, -0.130, 0.247, 0.308, 0.243, -0.570, -0.220, -0.536, -0.591, 0.456, 0.217, 0.330, 0.272, 0.066, -0.056, -0.188, 0.103, -0.573, -0.628, 0.340, 0.029, 0.314, -0.312, 0.481, 0.545, -0.422, -0.513, -0.628, -0.603, 0.090, 0.425, 0.235, 0.436, 0.309, 0.141, 0.065, -0.691, -0.573, -0.586, 0.198, -0.051, 0.349, 0.298, 0.327, -0.562, 0.657, -0.184, -0.214, 0.111, -0.558, 0.508, -0.191, -0.196, 0.287, -0.501]
}